1.
The following is a quantum chemistry calculation of one molecule with the formula C3H5N3S in a non-equilibrium geometry, from the OMol25 dataset.

Atoms and positions in Å:
N (-2.035, -0.839, -0.283)
N (-0.825, -0.095, 0.053)
C (-0.420, 1.184, 0.064)
N (0.922, 1.255, -0.240)
C (1.292, 0.006, 0.025)
S (2.934, -0.430, -0.154)
C (0.328, -0.836, 0.185)
H (-2.302, 0.015, -0.988)
H (-2.500, -1.009, 0.772)
H (-1.227, 1.865, 0.082)
H (3.477, 0.839, 0.590)
H (0.357, -1.954, -0.105)

Cartesian forces, eV/Å:
N -0.112 3.792 1.690
N 1.644 -3.122 1.408
C 0.670 -0.197 -2.655
N -3.446 2.072 2.657
C 4.101 1.514 -1.100
S 2.802 2.333 1.554
C -3.268 -5.245 -1.214
H -1.418 -3.022 2.403
H 0.478 1.198 -4.043
H -0.061 1.486 -0.195
H -1.129 -2.847 -1.654
H -0.261 2.039 1.149

Summary:
LUMO energy: 0.5 eV
M: 115.16 g mol⁻¹
ΔE to the lowest compared entry with this formula, charge and spin: 426.08 kJ/mol
net charge: 0
multiplicity: 1

2.
The following is a quantum chemistry calculation of one molecule with the formula C5H8O3 in a non-equilibrium geometry, from the OMol25 dataset.

Atoms and positions in Å:
C (1.078, 1.393, -0.002)
C (1.772, 0.306, -0.369)
O (1.564, -1.068, -0.297)
C (0.556, -1.306, 0.646)
O (-0.669, -1.493, -0.039)
C (-1.272, -0.520, -0.776)
C (-1.507, 0.576, 0.100)
O (-0.382, 1.640, 0.211)
H (1.697, 2.243, -0.328)
H (2.795, 0.784, -0.544)
H (0.394, -0.390, 1.463)
H (0.842, -2.218, 1.282)
H (-2.203, -0.970, -1.203)
H (-0.606, -0.307, -1.590)
H (-1.723, 0.096, 1.276)
H (-2.338, 1.232, 0.172)

Cartesian forces, eV/Å:
C -3.369 -0.559 -1.409
C 1.795 1.029 0.479
O 0.517 2.250 0.644
C -1.560 0.934 2.140
O 1.304 -4.023 1.994
C -0.352 -0.786 -1.738
C 1.152 2.819 6.077
O 1.744 -1.451 -0.277
H -1.380 0.454 0.820
H -0.804 -2.262 -0.191
H 0.822 -2.134 -2.164
H -0.842 1.015 -1.455
H 0.612 0.446 0.440
H 0.078 0.751 -0.845
H 1.134 1.008 -3.084
H -0.852 0.508 -1.433

Summary:
LUMO energy: 0.9 eV
M: 116.12 g mol⁻¹
ΔE to the lowest compared entry with this formula, charge and spin: 510.66 kJ/mol
net charge: 0
multiplicity: 1

3.
The following is a quantum chemistry calculation of a 2-piece molecular cluster, C4H8N overall in a non-equilibrium geometry, from the OMol25 dataset.

Atoms and positions in Å:
C (1.535, -0.528, 0.743)
C (1.557, -0.763, -0.537)
C (0.342, -0.011, 0.039)
C (-2.106, -0.867, 0.166)
N (0.251, 1.507, -0.130)
H (2.289, -0.445, 1.541)
H (1.985, -1.088, -1.554)
H (-2.379, 0.047, 0.565)
H (-1.905, -1.809, 0.608)
H (-2.271, -1.163, -0.911)
H (0.715, 1.851, 0.709)
H (-0.797, 1.626, -0.303)
H (0.784, 1.644, -0.936)

Cartesian forces, eV/Å:
C 1.011 0.581 -0.049
C -1.465 0.554 -2.028
C 0.245 -2.876 0.208
C 2.822 -1.504 -3.542
N -2.354 -2.135 0.826
H -1.038 -0.341 0.044
H -0.619 0.448 2.157
H -0.935 1.144 0.995
H 0.088 -0.150 1.569
H -0.015 1.314 1.035
H -0.698 0.957 -0.102
H 1.999 0.805 0.640
H 0.959 1.203 -1.753

Summary:
LUMO energy (alpha / beta): -4.1 / -4.7 eV
M: 70.11 g mol⁻¹
ΔE to the lowest compared entry with this formula, charge and spin: 556.45 kJ/mol
net charge: +1
multiplicity: 1

4.
The following is a quantum chemistry calculation of C7H6LuO6 as an isolated structure in a non-equilibrium geometry, from the OMol25 dataset.

Atoms and positions in Å:
O (-2.218, -2.921, 2.004)
C (-1.655, -2.044, 1.508)
Lu (-0.527, -0.141, 0.506)
O (1.737, -2.103, -1.348)
C (0.923, -1.635, -0.673)
C (1.124, 0.911, -0.962)
O (2.007, 1.033, -1.700)
C (1.607, -0.094, 1.495)
O (2.668, 0.048, 1.935)
C (-1.161, -0.370, -1.737)
O (-1.452, -0.357, -2.856)
C (-1.757, 4.266, 0.633)
C (-1.813, 2.886, 0.022)
O (-1.282, 1.911, 0.983)
H (-2.369, 4.356, 1.535)
H (-2.142, 4.950, -0.122)
H (-0.730, 4.577, 0.842)
H (-2.831, 2.564, -0.210)
H (-1.187, 2.819, -0.872)
H (-1.197, 2.388, 1.831)

Cartesian forces, eV/Å:
O 2.691 4.149 -2.370
C -3.172 -4.934 2.801
Lu -1.465 2.006 1.253
O -3.824 1.914 3.159
C 4.674 -3.388 -3.672
C 4.760 1.081 -4.064
O -4.105 -0.200 3.410
C 6.400 0.878 3.310
O -5.189 -0.781 -2.190
C -2.470 0.149 -6.878
O 1.463 -0.171 5.393
C 0.116 -0.077 -0.306
C -0.609 0.955 -0.673
O 0.951 -1.653 0.783
H -0.056 -0.058 -0.133
H -0.128 0.205 0.099
H -0.026 -0.067 0.004
H 0.075 0.120 0.044
H -0.008 0.018 0.022
H -0.081 -0.148 0.011

Summary:
LUMO energy: -14.8 eV
M: 361.09 g mol⁻¹
net charge: +3
multiplicity: 1

5.
The following is a quantum chemistry calculation of C51H40Br3N7RhS3 as an isolated structure, from the OMol25 dataset.

Atoms and positions in Å:
Rh (-0.703, -1.239, 1.866)
Br (1.516, -7.492, 1.579)
C (0.827, -5.771, 1.778)
C (-0.543, -5.553, 1.787)
C (-1.002, -4.254, 1.901)
N (-0.175, -3.215, 2.015)
C (1.154, -3.426, 2.024)
C (1.693, -4.690, 1.907)
C (1.952, -2.197, 2.151)
C (3.316, -2.176, 2.363)
C (3.967, -0.954, 2.460)
Br (5.811, -0.898, 2.717)
C (3.227, 0.218, 2.361)
C (1.864, 0.132, 2.178)
N (1.241, -1.050, 2.077)
H (-1.242, -6.372, 1.701)
H (-2.062, -4.034, 1.896)
H (2.762, -4.845, 1.892)
H (3.873, -3.098, 2.444)
H (3.697, 1.188, 2.438)
H (1.249, 1.014, 2.123)
N (-1.228, 0.669, 1.612)
S (-0.941, 1.913, 0.897)
N (0.273, 2.013, -0.193)
S (0.489, 1.303, -1.555)
N (1.000, -0.176, -1.563)
S (0.137, -1.497, -1.235)
N (-0.797, -1.518, -0.082)
C (1.489, -2.664, -1.233)
C (1.182, -3.973, -1.596)
C (2.171, -4.940, -1.530)
C (3.453, -4.597, -1.108)
C (3.746, -3.287, -0.754)
C (2.762, -2.308, -0.813)
C (-0.779, -1.932, -2.685)
C (-2.012, -2.548, -2.542)
C (-2.722, -2.879, -3.686)
C (-2.197, -2.594, -4.940)
C (-0.953, -1.982, -5.063)
C (-0.230, -1.650, -3.930)
C (1.854, 2.169, -2.250)
C (2.652, 1.520, -3.185)
C (3.678, 2.233, -3.783)
C (3.889, 3.565, -3.449)
C (3.083, 4.195, -2.510)
C (2.051, 3.498, -1.901)
C (-0.868, 1.493, -2.675)
C (-0.718, 2.273, -3.814)
C (-1.797, 2.399, -4.677)
C (-2.993, 1.756, -4.397)
C (-3.128, 0.980, -3.250)
C (-2.064, 0.843, -2.378)
C (-0.376, 3.196, 2.004)
C (-0.407, 2.894, 3.357)
C (0.002, 3.854, 4.273)
C (0.422, 5.100, 3.832)
C (0.436, 5.396, 2.473)
C (0.037, 4.444, 1.551)
C (-2.363, 2.617, 0.100)
C (-3.595, 2.064, 0.405)
C (-4.734, 2.587, -0.188)
C (-4.628, 3.651, -1.073)
C (-3.383, 4.191, -1.380)
C (-2.240, 3.676, -0.795)
H (0.190, -4.233, -1.944)
H (1.950, -5.956, -1.828)
H (4.229, -5.350, -1.080)
H (4.751, -3.018, -0.453)
H (2.989, -1.278, -0.572)
H (-2.407, -2.742, -1.554)
H (-3.686, -3.362, -3.599)
H (-2.756, -2.855, -5.828)
H (-0.548, -1.769, -6.043)
H (0.741, -1.179, -4.013)
H (2.484, 0.480, -3.428)
H (4.315, 1.747, -4.509)
H (4.691, 4.116, -3.922)
H (3.258, 5.229, -2.248)
H (1.426, 3.969, -1.157)
H (0.212, 2.777, -4.035)
H (-1.698, 3.002, -5.570)
H (-3.830, 1.860, -5.076)
H (-4.064, 0.484, -3.033)
H (-2.165, 0.244, -1.481)
H (-0.774, 1.929, 3.677)
H (-0.021, 3.634, 5.332)
H (0.732, 5.850, 4.548)
H (0.754, 6.372, 2.134)
H (0.048, 4.679, 0.497)
H (-3.645, 1.223, 1.083)
H (-5.704, 2.169, 0.044)
H (-5.518, 4.064, -1.530)
H (-3.304, 5.014, -2.077)
H (-1.273, 4.081, -1.056)
Br (-3.617, -0.357, 3.419)
C (-2.121, -0.612, 4.520)
C (-2.271, -0.392, 5.880)
C (-1.247, -0.762, 6.728)
C (-0.120, -1.367, 6.187)
C (-0.045, -1.524, 4.822)
N (-1.014, -1.120, 3.972)
H (-3.195, 0.027, 6.252)
H (-1.341, -0.612, 7.795)
H (0.690, -1.713, 6.813)
H (0.825, -1.984, 4.384)

Cartesian forces, eV/Å:
Rh -0.067 -0.156 0.090
Br -0.008 0.019 -0.001
C 0.046 -0.002 -0.001
C -0.013 -0.011 0.009
C -0.028 0.026 0.005
N -0.072 -0.020 -0.057
C -0.015 -0.047 0.018
C -0.012 -0.041 0.025
C -0.011 0.050 0.100
C -0.018 -0.007 0.023
C 0.026 -0.008 0.018
Br -0.020 0.004 -0.006
C 0.033 0.032 -0.004
C 0.007 -0.055 0.029
N 0.053 -0.054 -0.059
H -0.001 0.007 -0.001
H 0.002 0.009 -0.003
H -0.010 -0.006 0.014
H 0.002 -0.001 0.005
H -0.003 0.002 0.001
H 0.001 0.013 0.034
N -0.081 0.217 -0.088
S 0.079 0.059 0.080
N -0.048 -0.003 -0.068
S 0.007 0.003 0.003
N -0.004 -0.023 0.076
S 0.043 0.030 0.032
N -0.036 0.014 -0.175
C -0.081 -0.060 -0.024
C -0.040 -0.021 0.100
C 0.062 -0.008 0.002
C -0.036 -0.009 -0.030
C -0.005 0.021 -0.016
C 0.029 0.028 -0.150
C 0.072 0.067 -0.048
C -0.035 0.040 0.018
C -0.002 -0.007 0.001
C 0.011 0.003 -0.001
C -0.010 -0.007 0.003
C -0.002 -0.021 -0.003
C 0.001 -0.018 -0.013
C -0.008 -0.005 0.000
C 0.006 -0.001 0.000
C -0.009 0.004 0.004
C 0.003 -0.011 0.000
C 0.003 -0.003 0.001
C 0.010 0.005 0.011
C -0.012 0.025 -0.016
C -0.008 0.004 -0.006
C -0.015 -0.009 0.010
C 0.035 0.007 -0.014
C 0.006 0.002 0.024
C 0.038 -0.028 -0.004
C -0.076 0.018 -0.058
C 0.008 0.009 0.021
C -0.008 -0.014 0.000
C -0.001 -0.004 0.009
C 0.061 -0.009 -0.035
C -0.033 -0.003 -0.026
C 0.014 -0.049 -0.013
C -0.003 0.028 -0.011
C -0.003 -0.014 0.010
C -0.001 -0.004 -0.005
C -0.017 0.005 0.024
H 0.027 0.001 0.014
H 0.004 0.000 0.004
H -0.002 -0.003 0.001
H 0.007 0.000 -0.004
H 0.005 0.017 0.002
H -0.001 -0.004 -0.006
H 0.003 0.000 -0.002
H 0.000 0.001 0.000
H -0.001 -0.001 0.001
H -0.002 0.000 -0.010
H -0.001 0.006 -0.007
H -0.002 0.001 0.000
H -0.001 -0.001 0.001
H -0.001 0.000 0.000
H -0.002 0.005 -0.007
H 0.018 0.002 -0.001
H 0.000 -0.003 0.002
H 0.000 0.000 0.000
H 0.001 0.000 -0.003
H -0.008 -0.010 0.018
H 0.012 -0.050 0.025
H -0.002 -0.004 -0.001
H 0.000 -0.001 0.002
H 0.001 -0.001 -0.003
H 0.012 0.007 0.021
H -0.008 0.016 0.040
H -0.001 0.002 0.001
H -0.001 -0.002 0.001
H -0.002 -0.002 0.002
H -0.003 0.004 -0.004
Br -0.046 -0.077 -0.146
C -0.050 -0.164 0.019
C -0.051 0.010 -0.036
C 0.025 -0.007 0.037
C -0.013 -0.008 -0.029
C -0.045 0.239 0.015
N 0.255 0.015 0.260
H 0.004 0.003 0.004
H 0.004 0.004 -0.003
H 0.003 -0.007 -0.006
H 0.055 -0.004 -0.068

Summary:
LUMO energy: -8.2 eV
M: 1189.75 g mol⁻¹
ΔE to the lowest compared entry with this formula, charge and spin: 7.38 kJ/mol
net charge: +3
multiplicity: 1

6.
The following is a quantum chemistry calculation of C22H16FKN as an isolated structure, from the OMol25 dataset.

Atoms and positions in Å:
K (-0.248, 0.456, -0.685)
C (2.601, 2.514, 2.763)
C (3.854, 2.530, 2.159)
C (4.042, 1.823, 0.988)
C (2.987, 1.102, 0.403)
C (1.692, 1.055, 0.981)
C (1.571, 1.792, 2.176)
C (3.213, 0.360, -0.856)
C (4.478, 0.318, -1.516)
C (4.631, -0.363, -2.684)
C (3.532, -1.050, -3.247)
C (3.594, -1.778, -4.452)
C (2.483, -2.420, -4.932)
C (1.273, -2.365, -4.216)
C (1.188, -1.668, -3.041)
C (2.312, -0.979, -2.527)
N (2.181, -0.284, -1.378)
H (2.437, 3.068, 3.683)
H (4.669, 3.092, 2.602)
H (5.031, 1.851, 0.540)
H (0.605, 1.800, 2.682)
H (5.329, 0.834, -1.098)
H (5.586, -0.392, -3.196)
H (4.534, -1.819, -4.992)
H (2.531, -2.975, -5.860)
H (0.401, -2.880, -4.599)
H (0.263, -1.635, -2.478)
F (-3.037, 2.566, -5.563)
C (-3.035, 1.973, -4.317)
C (-2.537, 0.694, -4.169)
C (-2.533, 0.099, -2.920)
C (-3.044, 0.752, -1.750)
C (-3.046, 0.158, -0.491)
C (-3.541, 2.078, -1.980)
C (-3.535, 2.667, -3.226)
H (-2.156, 0.168, -5.037)
H (-2.167, -0.920, -2.822)
H (-2.882, -0.913, -0.396)
H (-3.544, 0.647, 0.338)
H (-3.946, 2.625, -1.136)
H (-3.928, 3.667, -3.373)

Cartesian forces, eV/Å:
K -0.613 0.108 -0.229
C -0.057 -0.013 0.009
C 0.020 0.070 0.101
C 0.138 -0.087 -0.200
C -0.173 0.241 0.532
C 0.473 0.212 0.398
C 0.051 -0.027 -0.024
C -0.263 -0.268 -0.265
C 0.253 -0.052 -0.210
C -0.039 0.079 0.140
C -0.232 0.000 0.129
C -0.095 -0.088 -0.093
C 0.200 0.012 -0.078
C -0.151 0.041 0.165
C -0.056 -0.070 -0.077
C 0.459 -0.108 -0.365
N 0.345 0.024 0.060
H 0.007 -0.010 0.003
H 0.022 -0.023 -0.032
H -0.016 0.010 0.002
H 0.023 0.049 0.030
H -0.039 0.012 0.036
H 0.027 0.029 0.035
H -0.005 0.002 0.001
H 0.012 0.009 0.007
H -0.001 0.003 0.001
H 0.011 -0.033 -0.103
F -0.007 -0.003 0.049
C 0.046 -0.097 -0.074
C -0.001 0.182 -0.132
C 0.055 0.007 0.157
C -0.268 -0.105 -0.100
C -0.235 -0.104 0.250
C 0.135 0.011 -0.010
C 0.016 -0.005 -0.060
H 0.006 -0.004 0.009
H -0.034 -0.011 -0.034
H 0.005 0.012 -0.023
H -0.009 -0.019 -0.013
H -0.016 0.012 -0.016
H 0.007 0.003 0.024

Summary:
LUMO energy: 2.5 eV
M: 352.47 g mol⁻¹
net charge: -1
multiplicity: 1

7.
The following is a quantum chemistry calculation of one molecule with the formula C5H7NO2 in a non-equilibrium geometry, from the OMol25 dataset.

Atoms and positions in Å:
C (0.343, 0.570, 1.870)
C (-0.189, 0.161, 0.720)
C (-1.837, 0.313, 0.575)
O (-2.586, -0.646, 0.595)
N (0.330, -0.065, -0.505)
C (1.613, -0.713, -0.728)
C (-0.656, 0.019, -1.548)
O (-1.199, 1.048, -1.936)
H (-0.265, 0.693, 2.760)
H (1.396, 0.814, 1.948)
H (-2.159, 1.338, 0.838)
H (1.466, -1.795, -0.756)
H (2.005, -0.401, -1.700)
H (2.323, -0.465, 0.061)
H (-0.585, -0.872, -2.193)

Cartesian forces, eV/Å:
C 0.342 -0.262 -0.029
C -3.379 1.971 0.504
C 1.037 -1.702 2.927
O 1.037 1.412 -0.731
N -0.751 0.193 -0.829
C -0.413 -0.414 -0.596
C 2.471 1.232 -2.495
O 0.247 -2.031 1.756
H -0.006 0.071 -0.246
H 0.053 -0.353 0.122
H -0.182 -0.078 -0.600
H 0.229 -0.103 0.081
H 0.116 0.035 0.258
H -0.235 0.104 -0.123
H -0.566 -0.077 0.000

Summary:
LUMO energy: 0.2 eV
M: 113.12 g mol⁻¹
ΔE to the lowest compared entry with this formula, charge and spin: 269.07 kJ/mol
net charge: 0
multiplicity: 1

8.
The following is a quantum chemistry calculation of a 2-piece molecular cluster, C5H8O overall in a non-equilibrium geometry, from the OMol25 dataset.

Atoms and positions in Å:
C (-1.624, 0.520, 0.034)
C (-0.394, -0.296, -0.098)
C (0.801, 0.051, -0.696)
C (1.743, -0.897, -0.318)
O (1.218, -1.892, 0.399)
C (-0.203, -1.671, 0.450)
H (-2.442, 0.168, -0.608)
H (-1.413, 1.563, -0.218)
H (-1.991, 0.491, 1.069)
H (0.944, 0.895, -1.359)
H (1.794, 6.376, 0.638)
H (2.818, -0.933, -0.441)
H (-0.560, -1.867, 1.467)
H (-0.664, -2.415, -0.224)

Cartesian forces, eV/Å:
C -0.185 -0.030 -0.005
C -0.039 0.041 -0.035
C 0.213 -0.222 0.187
C 0.606 0.794 -0.994
O -0.360 -0.573 0.650
C -0.187 -0.143 -0.018
H 0.016 0.051 0.065
H -0.102 -0.127 -0.009
H 0.001 0.035 -0.162
H 0.251 0.042 0.363
H 0.000 -0.001 0.000
H -0.203 0.044 -0.151
H 0.033 0.150 -0.056
H -0.044 -0.061 0.165

Summary:
LUMO energy (alpha / beta): 0.8 / 1.0 eV
M: 84.12 g mol⁻¹
ΔE to the lowest compared entry with this formula, charge and spin: 469.02 kJ/mol
net charge: 0
multiplicity: 1

Number 1: electronic energy -679.622928 Eh. Number 2: electronic energy -420.861565 Eh. Number 3: electronic energy -211.459165 Eh. Number 4: electronic energy -1956.102121 Eh. Number 5: electronic energy -11376.873215 Eh. Number 6: electronic energy -1602.488559 Eh. Number 7: electronic energy -399.863081 Eh. Number 8: electronic energy -270.379254 Eh.